Entry 1:
{
  "formula": "C38H62N2O18",
  "method": "the ωB97M-V functional and the def2-TZVPD basis",
  "elements": ["C", "C", "O", "N", "C", "H", "H", "H", "H", "H", "H", "H", "C", "C", "O", "N", "C", "H", "H", "H", "H", "H", "H", "H", "O", "C", "O", "C", "C", "C", "H", "H", "H", "H", "H", "H", "O", "C", "O", "C", "C", "C", "H", "H", "H", "H", "H", "H", "O", "C", "O", "C", "C", "C", "H", "H", "H", "H", "H", "H", "O", "C", "O", "C", "C", "C", "H", "H", "H", "H", "H", "H", "O", "C", "O", "C", "C", "C", "H", "H", "H", "H", "H", "H", "O", "C", "O", "C", "C", "C", "H", "H", "H", "H", "H", "H", "O", "C", "O", "C", "C", "C", "H", "H", "H", "H", "H", "H", "O", "C", "O", "C", "C", "C", "H", "H", "H", "H", "H", "H"],
  "coordinates": [[11.21, -16.62, -2.06], [12.62, -17.08, -2.14], [12.92, -18.26, -1.98], [13.57, -16.15, -2.33], [15.05, -16.24, -2.39], [11.00, -15.70, -2.61], [10.87, -16.59, -1.03], [10.57, -17.37, -2.52], [13.21, -15.21, -2.45], [15.35, -17.18, -2.83], [15.44, -16.15, -1.37], [15.36, -15.31, -2.87], [18.65, -18.91, -6.01], [17.79, -17.64, -5.96], [17.94, -16.86, -5.01], [16.86, -17.41, -6.92], [16.51, -18.27, -8.05], [17.98, -19.74, -5.77], [19.52, -18.97, -5.36], [18.89, -19.12, -7.05], [16.35, -16.58, -6.62], [17.25, -18.06, -8.82], [15.54, -17.88, -8.35], [16.43, -19.33, -7.80], [9.15, -12.72, -9.24], [8.78, -13.76, -9.71], [8.89, -14.92, -9.03], [8.14, -15.94, -9.72], [8.15, -15.51, -11.17], [7.98, -14.04, -11.00], [7.13, -16.08, -9.34], [8.58, -16.93, -9.61], [7.26, -15.80, -11.73], [9.01, -15.76, -11.80], [6.93, -13.74, -10.94], [8.50, -13.46, -11.75], [11.13, -17.51, -11.65], [11.92, -18.42, -11.42], [11.82, -19.12, -10.28], [12.84, -20.13, -10.14], [13.51, -20.18, -11.55], [12.97, -19.00, -12.34], [12.52, -21.12, -9.82], [13.43, -19.75, -9.31], [13.21, -21.14, -11.98], [14.60, -20.18, -11.53], [12.54, -19.26, -13.31], [13.72, -18.22, -12.50], [8.93, -16.68, -4.72], [8.64, -15.49, -4.88], [8.99, -14.81, -5.95], [8.59, -13.44, -5.98], [7.46, -13.49, -4.99], [7.83, -14.56, -4.03], [8.16, -13.16, -6.94], [9.42, -12.80, -5.68], [6.55, -13.79, -5.52], [7.28, -12.52, -4.54], [6.96, -15.09, -3.64], [8.52, -14.22, -3.26], [16.85, -10.72, -5.14], [17.38, -11.68, -5.63], [18.12, -11.58, -6.77], [18.60, -12.82, -7.23], [17.91, -13.89, -6.41], [17.27, -13.12, -5.25], [19.67, -12.87, -7.04], [18.36, -13.02, -8.28], [18.58, -14.68, -6.05], [17.16, -14.37, -7.03], [17.87, -13.25, -4.34], [16.27, -13.39, -4.93], [14.64, -15.04, -6.44], [13.74, -15.90, -6.57], [12.71, -15.69, -7.36], [11.72, -16.69, -7.14], [11.99, -17.21, -5.74], [13.51, -17.17, -5.68], [11.86, -17.41, -7.94], [10.66, -16.43, -7.21], [11.59, -18.21, -5.59], [11.62, -16.52, -4.97], [14.08, -18.01, -6.07], [13.85, -16.90, -4.68], [12.68, -20.43, -7.03], [12.99, -20.94, -5.94], [12.05, -21.43, -5.08], [12.69, -22.03, -3.94], [14.06, -21.33, -3.91], [14.39, -21.05, -5.37], [12.72, -23.12, -3.99], [12.29, -21.81, -2.95], [14.87, -21.90, -3.47], [14.03, -20.46, -3.26], [14.75, -21.96, -5.84], [14.99, -20.17, -5.61], [9.56, -18.96, -0.05], [9.26, -19.44, -1.12], [8.11, -19.18, -1.68], [7.98, -19.73, -2.95], [9.42, -19.96, -3.38], [10.02, -20.42, -2.07], [7.50, -19.08, -3.68], [7.29, -20.57, -2.82], [9.91, -19.03, -3.67], [9.67, -20.70, -4.14], [11.09, -20.49, -1.91], [9.61, -21.41, -1.88], [14.21, -9.72, -8.07], [13.54, -10.68, -7.69], [12.42, -11.00, -8.32], [11.68, -11.95, -7.53], [12.34, -12.10, -6.18], [13.77, -11.53, -6.43], [11.75, -12.93, -8.00], [10.68, -11.58, -7.32], [12.25, -13.10, -5.76], [11.86, -11.41, -5.49], [14.58, -12.23, -6.57], [14.07, -10.85, -5.62]],
  "fmax_ha_per_bohr": 0.065,
  "gap_ev": [7.5, 2.1],
  "total_energy_ev": -80238.1064,
  "spin_multiplicity": 2,
  "charge": 1
}

Entry 2:
{
  "formula": "C38H63IrN7O3SSbSi3",
  "method": "the ωB97M-V functional and the def2-TZVPD basis",
  "elements": ["Ir", "C", "Sb", "C", "C", "C", "C", "C", "C", "N", "Si", "C", "C", "C", "C", "C", "C", "C", "C", "C", "N", "Si", "C", "C", "C", "Si", "C", "C", "C", "H", "H", "H", "H", "H", "H", "H", "H", "H", "H", "H", "H", "H", "H", "H", "H", "H", "H", "H", "H", "H", "H", "H", "H", "H", "H", "H", "H", "H", "H", "H", "H", "H", "H", "H", "H", "H", "H", "C", "C", "C", "C", "N", "N", "H", "H", "H", "H", "H", "H", "H", "H", "H", "H", "H", "H", "O", "N", "C", "C", "C", "C", "C", "H", "H", "H", "H", "H", "C", "O", "C", "O", "H", "H", "H", "C", "C", "C", "C", "N", "C", "S", "N", "H", "H", "H", "H", "H"],
  "coordinates": [[0.11, -0.07, 0.44], [3.83, -2.70, 1.08], [2.69, -0.85, 0.72], [0.92, -2.08, 0.03], [2.47, -1.77, -1.96], [2.08, -1.32, -3.33], [2.84, -1.63, -4.41], [4.00, -2.42, -4.25], [4.29, -2.89, -2.97], [3.59, -2.68, -1.89], [-0.21, -3.40, 0.81], [-0.84, -2.95, 2.56], [0.81, -5.02, 0.98], [-1.81, -3.72, -0.20], [2.31, 0.75, 3.40], [0.88, 1.05, 3.42], [0.42, 2.07, 4.26], [-0.94, 2.33, 4.41], [-1.84, 1.49, 3.74], [-1.34, 0.51, 2.93], [-0.01, 0.31, 2.70], [3.47, 2.12, 2.86], [5.24, 1.53, 2.48], [2.86, 2.97, 1.25], [3.70, 3.53, 4.17], [2.81, -0.55, 4.65], [2.43, 0.06, 6.44], [4.66, -0.99, 4.58], [1.89, -2.22, 4.50], [3.50, -3.45, 0.37], [3.67, -3.02, 2.11], [4.88, -2.48, 0.92], [1.21, -0.70, -3.41], [2.54, -1.27, -5.38], [4.62, -2.68, -5.08], [5.17, -3.52, -2.82], [-0.43, -2.03, 2.94], [-0.60, -3.75, 3.26], [-1.92, -2.85, 2.54], [1.55, -4.94, 1.77], [1.32, -5.25, 0.06], [0.16, -5.85, 1.22], [-2.12, -2.81, -0.70], [-2.63, -4.03, 0.44], [-1.67, -4.47, -0.97], [1.15, 2.62, 4.84], [-1.28, 3.13, 5.05], [-2.90, 1.62, 3.87], [-2.01, -0.17, 2.40], [5.21, 0.62, 1.89], [5.82, 1.34, 3.37], [5.78, 2.28, 1.90], [2.20, 2.30, 0.70], [3.70, 3.21, 0.60], [2.33, 3.90, 1.45], [3.96, 3.10, 5.13], [2.79, 4.11, 4.31], [4.48, 4.22, 3.89], [3.02, 0.93, 6.70], [2.64, -0.71, 7.18], [1.38, 0.33, 6.53], [5.29, -0.15, 4.86], [4.94, -1.29, 3.57], [4.89, -1.81, 5.25], [0.88, -2.15, 4.90], [2.41, -3.00, 5.04], [1.81, -2.52, 3.46], [-0.30, 5.21, 1.74], [-1.00, 4.72, 0.46], [-0.94, 5.82, -0.61], [-2.46, 4.38, 0.78], [-0.38, 3.53, -0.13], [-0.51, 2.34, 0.63], [-0.84, 6.05, 2.16], [0.71, 5.53, 1.52], [-0.26, 4.42, 2.49], [-1.43, 6.72, -0.27], [-1.43, 5.47, -1.52], [0.09, 6.06, -0.85], [-3.03, 5.29, 0.96], [-2.53, 3.75, 1.66], [-2.91, 3.85, -0.06], [0.61, 3.70, -0.32], [-1.49, 2.07, 0.57], [-0.29, 2.52, 1.62], [-2.03, 0.09, -0.23], [-2.32, 0.07, -1.55], [-1.27, -0.21, -2.45], [-1.28, 0.42, -3.85], [-3.22, -0.10, -4.40], [-4.03, -0.33, -3.19], [-3.60, -0.18, -1.92], [-0.32, -0.09, -1.91], [-0.32, 0.86, -4.12], [-3.83, -0.15, -5.30], [-5.07, -0.56, -3.33], [-4.28, -0.26, -1.09], [1.09, -4.15, -2.95], [0.74, -3.57, -1.71], [1.32, -2.45, -1.22], [2.84, -0.61, -1.25], [0.56, -5.10, -2.97], [2.17, -4.31, -3.03], [0.75, -3.53, -3.78], [-0.56, -0.72, -7.97], [-1.23, -0.26, -6.71], [-1.63, 1.10, -6.61], [-2.19, 1.76, -5.55], [-2.46, 1.20, -4.26], [-1.83, -0.83, -4.55], [-1.44, -1.96, -3.15], [-1.39, -1.21, -5.80], [-1.20, -0.57, -8.85], [-0.31, -1.77, -7.89], [0.36, -0.15, -8.14], [-1.46, 1.69, -7.51], [-2.49, 2.79, -5.64]],
  "fmax_ha_per_bohr": 0.072,
  "gap_ev": [4.2, 4.6],
  "total_energy_ev": -100839.2184,
  "spin_multiplicity": 2,
  "charge": -1,
  "relative_energy_ev": 8.8016
}